No. 1
C5H14 | wB97M-V/def2-TZVPD

Results
lowest unoccupied orbital energy	0.0413	hartree
SMILES	CCC.CC
frontier orbital gap	12.2	eV
spin multiplicity	1

The geometry in XYZ format:
```
19
Properties=species:S:1:pos:R:3:forces:R:3:lowdin_charge:R:1
C -2.656 0.813 -0.232 -0.80 -0.31 -1.36 -0.1290
C -1.369 -1.302 0.401 -0.80 -2.83 0.39 -0.1479
C 2.909 0.848 -0.376 0.14 -0.77 0.79 -0.1558
C 2.125 -0.348 0.193 -0.72 0.78 0.45 -0.1788
C -1.334 0.128 -0.026 1.14 0.89 1.27 -0.3503
H -0.684 0.275 -0.889 -0.13 -0.15 -0.17 0.0968
H -3.258 0.226 -0.940 -0.08 0.01 0.18 0.0752
H -2.229 -1.614 1.014 -0.23 0.77 -0.09 0.0736
H -0.576 -1.743 1.015 0.57 0.93 -0.10 0.0614
H -3.273 0.974 0.648 0.23 -0.10 0.26 0.0721
H -2.517 1.763 -0.748 0.06 0.20 0.24 0.0681
H 3.571 0.389 -1.109 0.07 0.47 -0.31 0.0604
H 1.524 -0.764 -0.615 0.44 -0.74 0.03 0.0580
H 1.371 -0.170 0.969 0.13 0.80 -0.11 0.0447
H 3.548 1.293 0.390 -0.07 0.11 -0.04 0.0594
H 2.800 -1.005 0.730 0.19 -0.64 -0.64 0.0627
H -1.426 -2.067 -0.389 -0.04 0.59 -0.44 0.0738
H 2.295 1.626 -0.815 -0.10 -0.03 -0.16 0.0568
H -0.821 0.678 0.778 0.01 0.00 -0.18 0.0990
```
Positions in Å, forces in eV/Å.

***

No. 2
C5H14 | wB97M-V/def2-TZVPD

Results
lowest unoccupied orbital energy	0.0428	hartree
SMILES	CCC.CC
frontier orbital gap	12.3	eV
spin multiplicity	1

The geometry in XYZ format:
```
19
Properties=species:S:1:pos:R:3:forces:R:3:lowdin_charge:R:1
C -0.124 1.225 1.174 0.04 0.67 -0.52 -0.3191
C 0.193 -0.085 1.923 0.46 1.00 0.04 -0.1034
C -0.013 -1.003 -1.910 0.18 -0.78 -0.26 -0.1560
C -1.586 1.483 0.784 0.16 -0.29 0.06 -0.1283
C 1.446 -1.367 -1.626 0.15 1.04 -0.60 -0.1673
H -0.462 -0.388 -1.136 0.03 0.15 -0.01 0.0313
H -2.180 1.939 1.571 -0.09 -0.16 0.22 0.0632
H -1.659 2.137 -0.084 0.09 0.10 0.01 0.0652
H -0.684 -0.679 2.155 -0.06 -0.26 -0.30 0.0681
H 0.289 2.044 1.764 -0.31 0.21 0.10 0.0904
H -0.562 -1.944 -1.964 -0.31 0.10 0.10 0.0635
H -0.130 -0.535 -2.889 0.03 0.17 0.14 0.0658
H 0.972 -0.623 1.385 -0.30 -0.42 0.06 0.0491
H 0.422 1.342 0.231 0.24 -0.60 0.14 0.0840
H 1.796 -2.105 -2.350 -0.06 -0.27 0.34 0.0617
H -2.032 0.531 0.489 -0.22 0.06 0.08 0.0615
H 1.576 -1.679 -0.597 0.13 -0.36 0.03 0.0442
H 2.105 -0.503 -1.797 -0.15 -0.06 0.24 0.0641
H 0.633 0.209 2.876 0.00 -0.28 0.14 0.0620
```
Positions in Å, forces in eV/Å.

***

No. 3
C5H14 | wB97M-V/def2-TZVPD

Results
lowest unoccupied orbital energy	0.0404	hartree
SMILES	CCC.CC
frontier orbital gap	12.1	eV
spin multiplicity	1

The geometry in XYZ format:
```
19
Properties=species:S:1:pos:R:3:forces:R:3:lowdin_charge:R:1
C 0.094 -0.951 1.490 -1.44 2.92 0.16 -0.1296
C -1.757 -0.326 -2.565 1.46 -0.96 3.35 -0.1816
C 0.802 1.306 2.383 2.01 0.70 -1.28 -0.1212
C -0.271 -0.118 -2.697 -0.29 4.25 -3.14 -0.1720
C 1.243 0.051 1.581 1.57 0.50 -1.00 -0.3486
H 0.221 0.913 3.158 -1.58 -0.13 1.05 0.0284
H 0.108 -0.332 -3.709 -0.18 -0.45 0.28 0.0539
H 0.289 2.017 1.692 0.08 -0.46 0.95 0.0804
H -2.016 -1.309 -2.157 0.20 0.11 0.37 0.0722
H 1.620 1.845 2.961 -0.62 -0.57 -1.22 0.0855
H -0.225 -1.159 2.547 -0.36 0.28 -1.12 0.0822
H 0.339 -1.866 1.067 0.60 -1.62 -1.00 0.0271
H -2.085 0.449 -1.889 -0.71 -0.05 0.28 0.0595
H 2.167 -0.355 1.975 -0.14 -0.60 1.13 0.0815
H 1.735 0.258 0.585 -1.34 0.39 0.43 0.1036
H 0.337 -0.624 -2.020 0.93 -0.38 1.46 0.0194
H -2.297 -0.312 -3.411 -1.61 0.64 -3.32 0.0166
H -0.718 -0.419 0.796 1.22 -1.40 1.86 0.1152
H -0.136 1.117 -2.741 0.21 -3.17 0.74 0.1278
```
Positions in Å, forces in eV/Å.

***

No. 4
C5H14 | wB97M-V/def2-TZVPD

Results
lowest unoccupied orbital energy	0.0402	hartree
SMILES	CCC.CC
frontier orbital gap	12.3	eV
spin multiplicity	1

The geometry in XYZ format:
```
19
Properties=species:S:1:pos:R:3:forces:R:3:lowdin_charge:R:1
C -0.811 0.253 -0.600 -0.04 0.55 1.26 -0.1372
C 2.583 0.083 0.872 2.46 0.72 0.25 -0.1764
C -2.299 0.318 -0.215 0.10 -0.86 -0.60 -0.3040
C 2.618 0.367 -0.628 -1.53 0.24 0.03 -0.1659
C -2.726 -0.983 0.476 -0.14 0.13 -0.29 -0.1311
H -2.711 -1.804 -0.242 0.14 -0.11 0.07 0.0708
H -3.740 -0.940 0.876 0.01 0.11 0.03 0.0644
H -0.589 -0.191 -1.563 -0.21 -0.14 -0.16 0.0722
H -2.038 -1.211 1.288 -0.04 -0.10 0.10 0.0647
H -0.340 1.236 -0.544 -0.11 0.06 -0.31 0.0696
H 2.264 -0.900 1.202 -0.40 0.04 -0.17 0.0605
H 1.588 0.259 -0.976 0.27 -0.01 -0.40 0.0130
H 3.628 0.194 1.218 -0.12 -0.49 0.02 0.0602
H 2.163 0.909 1.444 -0.87 -0.25 -0.18 0.0623
H 2.865 1.415 -0.803 0.20 -0.05 0.02 0.0683
H -0.309 -0.320 0.181 0.23 -0.17 -0.15 0.0563
H -2.540 1.155 0.431 0.19 0.25 -0.03 0.0947
H -2.854 0.409 -1.148 -0.36 0.31 0.12 0.0932
H 3.246 -0.249 -1.267 0.19 -0.21 0.38 0.0644
```
Positions in Å, forces in eV/Å.

***

No. 5
C5H14 | wB97M-V/def2-TZVPD

Results
lowest unoccupied orbital energy	0.0410	hartree
SMILES	CCC.CC
frontier orbital gap	12.2	eV
spin multiplicity	1

The geometry in XYZ format:
```
19
Properties=species:S:1:pos:R:3:forces:R:3:lowdin_charge:R:1
C 0.267 -1.942 0.300 -2.41 -0.45 -0.60 -0.1348
C -1.189 -1.862 2.327 -0.20 -3.63 -1.92 -0.1525
C -0.027 2.577 -1.619 3.18 2.41 2.12 -0.1405
C 1.389 2.139 -1.946 0.08 -0.77 2.04 -0.1653
C -0.551 -1.030 1.197 0.99 -0.48 2.51 -0.3308
H 0.163 -0.368 1.769 -0.89 0.10 -1.10 0.1109
H 0.897 -2.650 0.815 0.54 0.28 0.20 0.0693
H 1.557 1.522 -2.777 -0.30 -0.11 -2.09 0.0429
H 1.798 1.408 -1.232 -0.23 0.59 0.71 0.0643
H -0.547 1.769 -1.302 -2.30 -2.19 0.72 0.0136
H -0.390 3.121 -2.409 -1.50 0.83 -2.08 0.0306
H 1.999 3.000 -1.906 1.12 0.70 -0.43 0.0485
H -1.597 -1.283 3.119 0.04 0.20 0.95 0.0443
H 0.696 -1.384 -0.486 1.26 0.53 -0.70 0.0404
H 0.014 3.372 -0.778 -0.05 -1.48 -0.98 0.1055
H -0.471 -2.557 -0.242 0.16 -0.19 0.13 0.0784
H -0.581 -2.835 2.583 -0.39 2.38 0.38 0.1018
H -1.399 -0.534 0.706 0.79 0.37 -0.15 0.1012
H -2.030 -2.463 1.879 0.12 0.91 0.28 0.0721
```
Positions in Å, forces in eV/Å.

***

No. 6
C5H14 | wB97M-V/def2-TZVPD

Results
lowest unoccupied orbital energy	0.0406	hartree
SMILES	CCC.CC
frontier orbital gap	12.4	eV
spin multiplicity	1

The geometry in XYZ format:
```
19
Properties=species:S:1:pos:R:3:forces:R:3:lowdin_charge:R:1
C -2.300 -1.007 1.281 0.41 -0.68 0.15 -0.1785
C 2.003 0.307 -0.670 0.37 0.12 0.61 -0.3167
C 1.780 0.363 0.841 -0.40 -0.86 0.09 -0.1276
C 1.437 1.520 -1.407 -0.19 -0.51 -0.56 -0.1195
C -2.495 -1.057 -0.234 0.98 0.50 0.16 -0.1634
H -3.109 -1.482 1.840 -0.23 0.37 -0.12 0.0593
H 1.408 2.377 -0.743 -0.05 0.24 -0.04 0.0633
H 1.596 -0.645 -1.011 0.01 0.06 -0.35 0.0954
H -2.102 0.000 1.636 -0.35 0.14 0.11 0.0572
H -2.221 -2.022 -0.648 -0.48 -0.30 0.00 0.0591
H 2.364 -0.412 1.345 0.40 0.36 0.00 0.0682
H 2.056 1.746 -2.269 0.24 0.25 -0.06 0.0602
H -1.777 -0.376 -0.712 -0.20 0.05 0.10 0.0518
H 1.969 1.350 1.263 0.10 -0.09 0.07 0.0691
H 0.448 1.358 -1.852 -0.05 -0.03 0.48 0.0640
H 3.088 0.271 -0.826 -0.15 -0.04 -0.14 0.0954
H -1.430 -1.594 1.593 0.15 0.09 -0.25 0.0554
H -3.484 -0.734 -0.527 -0.25 -0.17 -0.16 0.0571
H 0.770 0.038 1.099 -0.32 0.49 -0.10 0.0503
```
Positions in Å, forces in eV/Å.

***

No. 7
C5H14 | wB97M-V/def2-TZVPD

Results
lowest unoccupied orbital energy	0.0386	hartree
SMILES	CCC.CC
frontier orbital gap	12.0	eV
spin multiplicity	1

The geometry in XYZ format:
```
19
Properties=species:S:1:pos:R:3:forces:R:3:lowdin_charge:R:1
C 0.451 -1.607 -1.633 -3.66 3.18 -1.02 -0.1251
C 1.190 -0.276 -1.932 -1.72 2.58 2.47 -0.3150
C -1.594 -0.071 2.067 1.34 1.34 -0.83 -0.1651
C -1.744 1.417 1.774 -0.73 0.57 0.61 -0.1699
C 2.116 0.287 -0.721 -2.09 0.95 -0.22 -0.1191
H -0.527 -0.234 2.119 0.55 -0.12 0.82 0.0522
H 2.921 -0.412 -0.618 0.63 -0.15 0.50 0.0284
H 1.030 -2.498 -1.624 0.20 -0.67 0.42 0.0500
H 1.659 -0.264 -2.857 1.44 -0.27 -1.59 0.0470
H 1.424 0.278 0.247 1.67 0.10 -1.92 0.0829
H -0.252 -1.322 -0.817 1.33 -1.04 0.84 0.0494
H -1.224 2.019 2.538 -0.01 -0.22 -0.30 0.0637
H -1.266 1.586 0.815 -0.10 0.48 -0.19 0.0485
H -1.761 -0.652 1.196 -1.23 -0.74 -0.72 0.0380
H -2.791 1.826 1.782 0.82 -0.66 -0.31 0.0748
H -2.079 -0.390 2.943 -0.63 -0.66 0.91 0.0490
H 0.415 0.591 -2.072 0.90 -1.74 0.27 0.1153
H -0.507 -1.661 -2.313 2.31 -0.46 0.03 0.0986
H 2.539 1.386 -0.893 -1.03 -2.46 0.24 0.0964
```
Positions in Å, forces in eV/Å.

***

No. 8
C5H14 | wB97M-V/def2-TZVPD

Results
lowest unoccupied orbital energy	0.0397	hartree
SMILES	CCC.CC
frontier orbital gap	11.9	eV
spin multiplicity	1

The geometry in XYZ format:
```
19
Properties=species:S:1:pos:R:3:forces:R:3:lowdin_charge:R:1
C 2.637 0.561 -0.896 -0.74 1.28 -1.64 -0.1516
C 1.726 -0.592 -0.296 2.61 -0.78 -1.27 -0.3081
C -2.380 0.988 1.798 -0.03 2.13 -0.31 -0.2001
C 0.672 -1.110 -1.292 -0.39 0.73 0.67 -0.1331
C -2.291 -0.082 0.761 -0.11 -2.69 -0.46 -0.2048
H 3.229 1.143 -0.157 0.38 -1.28 -0.35 0.0596
H 2.501 -1.442 -0.243 -1.06 1.04 0.25 0.1109
H -3.265 1.618 1.615 -0.08 -0.41 0.13 0.0654
H 0.363 -2.167 -1.089 0.78 0.69 -0.65 0.0824
H -0.284 -0.570 -1.208 0.43 0.19 -0.17 0.0352
H -1.363 -0.810 0.890 -2.36 1.00 0.19 0.0955
H 1.458 -0.417 0.728 -0.63 0.28 0.34 0.0729
H -3.346 -0.564 0.612 2.11 0.01 0.80 0.0985
H -2.439 0.653 2.825 0.08 -0.29 0.10 0.0581
H -1.593 1.769 1.721 0.07 -0.80 0.15 0.0709
H -2.134 0.231 -0.250 0.27 1.06 -0.54 0.0245
H 2.218 1.490 -1.434 -0.84 -1.42 0.91 0.0747
H 3.155 0.143 -1.822 0.24 0.29 1.71 0.0767
H 1.135 -0.841 -2.264 -0.73 -1.03 0.15 0.0723
```
Positions in Å, forces in eV/Å.

***

Among the records above, which one has the highest frontier orbital gap?
number 6

***

Copy entry 2 word for word.
C5H14 | wB97M-V/def2-TZVPD

Results
lowest unoccupied orbital energy	0.0428	hartree
SMILES	CCC.CC
frontier orbital gap	12.3	eV
spin multiplicity	1

The geometry in XYZ format:
```
19
Properties=species:S:1:pos:R:3:forces:R:3:lowdin_charge:R:1
C -0.124 1.225 1.174 0.04 0.67 -0.52 -0.3191
C 0.193 -0.085 1.923 0.46 1.00 0.04 -0.1034
C -0.013 -1.003 -1.910 0.18 -0.78 -0.26 -0.1560
C -1.586 1.483 0.784 0.16 -0.29 0.06 -0.1283
C 1.446 -1.367 -1.626 0.15 1.04 -0.60 -0.1673
H -0.462 -0.388 -1.136 0.03 0.15 -0.01 0.0313
H -2.180 1.939 1.571 -0.09 -0.16 0.22 0.0632
H -1.659 2.137 -0.084 0.09 0.10 0.01 0.0652
H -0.684 -0.679 2.155 -0.06 -0.26 -0.30 0.0681
H 0.289 2.044 1.764 -0.31 0.21 0.10 0.0904
H -0.562 -1.944 -1.964 -0.31 0.10 0.10 0.0635
H -0.130 -0.535 -2.889 0.03 0.17 0.14 0.0658
H 0.972 -0.623 1.385 -0.30 -0.42 0.06 0.0491
H 0.422 1.342 0.231 0.24 -0.60 0.14 0.0840
H 1.796 -2.105 -2.350 -0.06 -0.27 0.34 0.0617
H -2.032 0.531 0.489 -0.22 0.06 0.08 0.0615
H 1.576 -1.679 -0.597 0.13 -0.36 0.03 0.0442
H 2.105 -0.503 -1.797 -0.15 -0.06 0.24 0.0641
H 0.633 0.209 2.876 0.00 -0.28 0.14 0.0620
```
Positions in Å, forces in eV/Å.